{"formula": "CH6N3", "method": "ωB97M-V with the def2-TZVPD basis set", "homo_ev": -13.62, "total_charge": 1, "lumo_energy_ev": -4.18, "elements": ["C", "N", "N", "N", "H", "H", "H", "H", "H", "H"], "xyz": [[-1.905, 0.061, -0.079], [-0.615, 0.191, 0.047], [0.408, 0.481, -0.744], [1.566, -0.027, -0.095], [-2.393, 0.181, -1.064], [-2.349, -0.213, 0.868], [-0.279, 0.017, 1.003], [2.400, 0.421, -0.468], [1.646, -1.019, -0.501], [1.520, -0.091, 1.032]]}

---

{"formula": "CH6N3O2", "method": "ωB97M-V with the def2-TZVPD basis set", "homo_ev": -15.34, "total_charge": 1, "lumo_energy_ev": -4.62, "elements": ["C", "N", "N", "N", "O", "O", "H", "H", "H", "H", "H", "H"], "xyz": [[0.295, 0.310, -0.039], [1.713, -1.067, -0.208], [-0.903, -0.171, -0.020], [0.704, 1.535, -0.009], [-1.190, -1.489, -0.029], [-1.978, 0.683, -0.025], [1.252, -1.867, 0.217], [2.424, -0.697, 0.419], [1.691, 1.746, -0.067], [0.047, 2.310, -0.051], [-1.483, -1.788, -0.913], [-2.572, 0.496, 0.726]]}

---

{"formula": "CH6N3OS", "method": "ωB97M-V with the def2-TZVPD basis set", "homo_ev": -13.85, "total_charge": 1, "lumo_energy_ev": -4.01, "elements": ["C", "N", "N", "N", "O", "S", "H", "H", "H", "H", "H", "H"], "xyz": [[0.759, 0.162, 0.342], [1.644, -0.207, 1.243], [-0.555, 0.112, 0.561], [-1.402, 0.430, -0.525], [1.201, 0.613, -0.790], [-2.182, -0.913, -1.280], [1.392, -0.593, 2.138], [2.625, -0.130, 1.011], [-0.930, -0.299, 1.412], [-2.090, 1.127, -0.249], [0.476, 0.876, -1.393], [-0.938, -1.178, -2.470]]}

---

{"formula": "CH6N4O3S", "method": "ωB97M-V with the def2-TZVPD basis set", "homo_ev": -9.90, "total_charge": 0, "lumo_energy_ev": 0.44, "elements": ["C", "N", "N", "N", "N", "O", "O", "O", "S", "H", "H", "H", "H", "H", "H"], "xyz": [[0.081, -0.527, -0.656], [-0.344, -2.223, 0.989], [0.757, -0.099, -1.719], [0.370, 1.690, 1.387], [0.414, -1.688, -0.069], [-1.865, 2.429, 0.403], [0.153, 2.290, -1.013], [-0.908, 0.118, -0.195], [-0.541, 1.940, 0.202], [0.053, -1.901, 1.874], [-1.289, -1.842, 0.926], [0.636, 0.921, -1.851], [1.629, -0.529, -1.976], [-0.184, 1.766, 2.215], [1.038, -2.346, -0.516]]}

---

{"formula": "CH6N4O3S", "method": "ωB97M-V with the def2-TZVPD basis set", "smiles": "[H]/N=C(/N)N(N)S(=O)(=O)O", "homo_ev": -9.94, "total_charge": 0, "lumo_energy_ev": 0.51, "elements": ["C", "N", "N", "N", "N", "O", "O", "O", "S", "H", "H", "H", "H", "H", "H"], "xyz": [[-1.198, -0.651, -0.049], [-2.205, -0.274, -0.679], [-0.974, -1.882, 0.418], [-0.025, 0.304, 0.398], [-0.141, 1.640, -0.043], [1.805, 0.196, -1.333], [1.767, -1.475, 0.473], [2.320, 0.832, 0.983], [1.530, -0.146, 0.025], [-2.269, 0.698, -0.947], [-1.574, -2.607, 0.062], [-0.024, -2.105, 0.683], [-0.980, 2.048, 0.365], [2.153, 1.737, 0.710], [-0.184, 1.684, -1.065]]}

---

{"formula": "CH6N4OS", "method": "ωB97M-V with the def2-TZVPD basis set", "smiles": "N/N=C(\\NO)NS", "homo_ev": -8.66, "total_charge": 0, "lumo_energy_ev": 0.76, "elements": ["C", "H", "H", "H", "H", "H", "H", "N", "N", "N", "N", "O", "S"], "xyz": [[-0.233, -0.356, -0.132], [-2.984, -1.299, 0.748], [-2.825, -0.827, -0.879], [1.043, -1.794, -0.227], [2.099, 0.082, 1.477], [0.311, 1.475, -0.816], [-2.095, 1.236, 0.338], [-2.500, -0.682, 0.132], [-1.168, -1.153, 0.221], [1.065, -0.775, -0.397], [-0.537, 0.907, -0.611], [-1.314, 1.732, 0.301], [2.397, 0.083, 0.146]]}

---

{"formula": "CH6N4S", "method": "ωB97M-V with the def2-TZVPD basis set", "smiles": "[H]/N=C(/NN)NS", "homo_ev": -9.10, "total_charge": 0, "lumo_energy_ev": 0.60, "elements": ["C", "H", "H", "H", "H", "H", "H", "N", "N", "N", "N", "S"], "xyz": [[0.783, -0.061, -0.135], [-0.375, -1.861, 0.066], [-1.701, -1.166, 1.170], [0.969, -0.744, 1.838], [2.020, 0.665, -1.404], [0.053, 0.567, -1.854], [-1.205, 2.694, -0.131], [-0.734, -1.439, 0.961], [0.227, -0.446, 1.181], [1.992, -0.063, -0.598], [-0.302, 0.518, -0.769], [-1.726, 1.336, -0.325]]}

---

{"formula": "CH6N4S", "method": "ωB97M-V with the def2-TZVPD basis set", "homo_ev": [-6.90, -8.80], "total_charge": 0, "spin_multiplicity": 3, "s_squared": 2.007, "lumo_energy_ev": [0.94, -2.68], "elements": ["C", "N", "N", "N", "N", "S", "H", "H", "H", "H", "H", "H"], "xyz": [[0.009, 0.553, -0.425], [0.314, -1.554, 0.699], [1.155, 1.072, 0.334], [-1.216, 0.771, 0.203], [0.247, -0.985, -0.467], [0.165, -1.675, -1.928], [-0.096, 0.947, -1.502], [0.696, -2.539, 0.666], [1.152, 2.015, 0.232], [0.819, 0.777, 1.205], [-2.039, 0.257, -0.124], [-1.206, 0.361, 1.105]]}

---

{"formula": "CH6N5S", "method": "ωB97M-V with the def2-TZVPD basis set", "smiles": "NC(=S)N=[N+](N)N", "homo_ev": -13.61, "total_charge": 1, "lumo_energy_ev": -5.40, "elements": ["C", "N", "N", "N", "N", "N", "S", "H", "H", "H", "H", "H", "H"], "xyz": [[-0.537, 0.738, -1.130], [-0.559, -0.358, -0.101], [-1.311, 0.460, -2.226], [0.217, -1.516, 1.599], [1.064, 0.480, 1.294], [0.256, -0.441, 0.831], [0.228, 2.176, -1.018], [-1.885, -0.409, -2.389], [-1.419, 1.224, -2.793], [0.053, -2.457, 1.239], [0.960, -1.353, 2.249], [1.133, 1.220, 0.487], [1.800, 0.237, 1.958]]}

---

{"formula": "CH6N6O2", "method": "ωB97M-V with the def2-TZVPD basis set", "smiles": "N/N=N/[N+](=O)[O-].[H]/N=C\\N", "homo_ev": -9.95, "total_charge": 0, "lumo_energy_ev": -0.31, "elements": ["C", "N", "N", "N", "N", "N", "N", "O", "O", "H", "H", "H", "H", "H", "H"], "xyz": [[-1.758, -1.294, 0.513], [0.263, 0.614, -2.154], [1.186, 1.172, -1.476], [-1.496, -1.514, 1.789], [-0.945, -1.005, -0.407], [1.214, 0.794, -0.268], [2.145, 1.469, 0.554], [2.228, 1.107, 1.690], [2.821, 2.400, 0.070], [-2.781, -1.688, 0.112], [0.302, 0.976, -3.111], [-0.590, -1.021, 2.080], [-2.236, -1.199, 2.483], [-0.462, -0.056, -1.738], [0.108, -0.756, -0.138]]}

---

{"formula": "CH6NO", "method": "ωB97M-V with the def2-TZVPD basis set", "homo_ev": -15.11, "total_charge": 1, "lumo_energy_ev": -3.96, "elements": ["N", "H", "H", "H", "H", "O", "C", "H", "H"], "xyz": [[1.435, -0.463, -0.373], [1.729, -0.614, 0.598], [1.898, 0.424, -0.586], [1.923, -1.152, -0.949], [0.394, -0.515, -0.392], [-0.763, 0.796, 0.037], [-1.892, 0.561, 0.428], [-2.666, 1.309, 0.222], [-2.059, -0.346, 1.015]]}

---

{"formula": "CH6NO", "method": "ωB97M-V with the def2-TZVPD basis set", "homo_ev": -15.15, "total_charge": 1, "lumo_energy_ev": -3.89, "elements": ["N", "H", "H", "H", "H", "O", "C", "H", "H"], "xyz": [[-1.238, 1.047, 0.544], [-1.432, 0.839, 1.603], [-1.178, 2.093, 0.475], [-1.970, 0.851, -0.156], [-0.337, 0.527, 0.240], [0.663, -0.674, -0.156], [1.558, -1.325, -0.650], [2.220, -0.927, -1.419], [1.715, -2.430, -0.482]]}

---

Energy relative to the best compared isomer or geometry (same formula, charge and spin)
In order: 484.5; 222.4; 126.4; 24.4; 0.0; 95.2; 182.9; 0.0; 34.0; 202.5; 42.1; 38.6
Unit: kJ/mol
Energy
In order: -205.5729; -356.0150; -679.0918; -884.5932; -884.6025; -734.0399; -658.8016; -658.7422; -713.2987; -520.5234; -171.4110; -171.4123
Unit: a.u.